(1)
The following is a DFT calculation (ωB97M-V/def2-TZVPD) of a molecular structure, C23H25FN4OSiSn.

* energy: -48693.6364 eV
* spin multiplicity: 1
* highest occupied orbital energy: -7.5572 eV

Atoms and positions in Å:
Sn  0.538  -1.415  -0.044
C  -1.078  -1.059  4.272
C  -0.918  -1.119  2.789
N  0.114  -0.720  2.146
N  1.143  -0.088  2.769
C  2.021  0.317  1.865
O  1.948  0.094  0.611
C  3.184  1.101  2.363
C  3.311  1.416  3.713
C  4.399  2.150  4.152
C  5.365  2.573  3.249
C  5.241  2.261  1.903
C  4.152  1.527  1.460
C  -2.026  -1.590  1.929
C  -3.227  -2.066  2.447
C  -4.242  -2.410  1.573
C  -4.039  -2.278  0.206
C  -2.805  -1.828  -0.230
N  -1.833  -1.493  0.607
H  -0.225  -0.547  4.708
H  -1.134  -2.066  4.692
H  -1.993  -0.532  4.547
H  2.552  1.080  4.404
H  4.494  2.395  5.202
H  6.215  3.146  3.595
H  5.991  2.591  1.198
H  4.036  1.277  0.416
H  -3.364  -2.155  3.514
H  -5.186  -2.773  1.955
H  -4.810  -2.523  -0.508
H  -2.577  -1.721  -1.285
C  1.136  0.300  -4.343
Si  0.285  -0.989  -3.282
C  1.524  -2.363  -3.006
C  -1.141  -1.766  -4.234
N  -0.209  -0.333  -1.734
C  -1.025  0.801  -1.702
C  -1.662  1.344  -2.832
C  -2.480  2.461  -2.768
C  -2.709  3.111  -1.571
C  -2.086  2.626  -0.429
C  -1.282  1.516  -0.532
F  -0.657  1.098  0.595
H  1.575  -0.183  -5.218
H  1.939  0.780  -3.786
H  0.470  1.084  -4.697
H  1.853  -2.721  -3.983
H  1.109  -3.214  -2.464
H  2.412  -2.032  -2.464
H  -0.755  -2.273  -5.121
H  -1.891  -1.056  -4.568
H  -1.647  -2.515  -3.623
H  -1.518  0.877  -3.788
H  -2.941  2.822  -3.679
H  -3.344  3.984  -1.522
H  -2.201  3.097  0.534

=====

(2)
The following is a DFT calculation (ωB97M-V/def2-TZVPD) of a molecular structure, C23H25HfN2O2.

* energy: -32631.6284 eV
* spin multiplicity: 1
* highest occupied orbital energy: -11.8601 eV
* net charge: +1

Atoms and positions in Å:
C  2.035  -2.613  1.330
C  1.569  -1.411  1.935
C  0.190  -1.262  1.646
H  2.137  -0.772  2.615
C  -0.186  -2.296  0.727
C  0.955  -3.146  0.540
H  -1.203  -2.523  0.414
C  3.867  0.210  -1.134
C  3.431  0.052  0.221
C  2.379  1.009  0.444
H  4.005  -0.456  1.023
C  2.157  1.756  -0.797
C  3.076  1.192  -1.775
H  -0.500  -0.593  2.142
H  0.952  -4.098  0.011
H  2.955  -3.133  1.587
H  3.129  1.515  -2.822
H  1.964  1.301  1.419
H  4.756  -0.278  -1.570
Hf  1.398  -1.141  -0.573
C  0.698  2.162  -1.193
C  0.552  2.743  -2.600
C  0.082  3.092  -0.167
H  1.229  3.595  -2.743
H  -0.481  3.092  -2.709
H  0.735  1.997  -3.383
H  0.715  4.001  -0.076
H  -0.024  2.623  0.820
H  -0.911  3.387  -0.532
C  0.078  0.686  -1.229
C  -1.109  -0.059  -1.859
H  0.005  0.458  -0.125
H  0.979  0.293  -1.832
O  -0.794  -1.169  -2.419
N  -2.347  0.414  -1.499
C  -3.173  -0.498  -0.659
H  -2.886  0.939  -2.183
C  -3.056  -0.199  0.819
C  -3.396  -1.241  1.690
H  -3.723  -2.181  1.256
C  -3.342  -1.067  3.072
H  -3.599  -1.906  3.731
C  -2.978  0.180  3.602
H  -2.964  0.329  4.688
C  -2.648  1.239  2.737
H  -2.365  2.212  3.151
C  -2.706  1.060  1.341
H  -2.541  1.894  0.660
H  -2.851  -1.523  -0.836
H  -4.240  -0.433  -0.922
O  3.278  -3.994  -3.233
C  2.665  -3.146  -2.673
N  2.049  -2.292  -2.076

=====

(3)
The following is a DFT calculation (ωB97M-V/def2-TZVPD) of a molecular structure, C23H25N3O.

* energy: -30755.2977 eV
* spin multiplicity: 1
* highest occupied orbital energy: -7.5657 eV

Atoms and positions in Å:
C  -4.468  -3.941  -0.824
C  -3.807  -2.930  0.010
C  -3.014  -2.924  1.099
N  -2.858  -1.810  1.607
C  -3.508  -1.110  0.702
N  -4.245  -1.665  -0.094
H  -4.793  -1.262  -0.722
C  -3.582  0.571  0.868
N  -3.376  1.193  -0.402
C  -1.956  0.881  -0.838
C  -0.944  1.953  -0.124
C  0.306  1.598  -0.997
O  0.496  1.509  -2.206
C  1.581  1.092  -0.071
C  1.790  1.464  1.040
C  2.828  1.051  2.072
C  3.807  0.003  1.481
C  3.504  -0.383  0.216
C  2.570  0.168  -0.742
C  2.371  -0.502  -1.830
C  3.313  -1.459  -2.420
C  4.317  -1.727  -1.342
C  4.516  -1.141  -0.201
C  5.450  -1.367  1.035
H  5.544  -2.283  0.960
H  6.602  -1.128  0.519
C  5.027  -0.652  1.978
H  4.833  -0.851  2.868
H  5.682  0.256  2.333
H  5.198  -2.577  -1.777
H  3.305  -1.795  -3.359
H  1.568  -0.315  -2.748
H  3.065  1.546  2.952
H  1.114  2.096  1.563
C  -1.285  3.175  -0.215
C  -2.604  3.677  0.394
C  -3.628  2.585  -0.538
H  -4.658  2.737  0.316
H  -3.702  2.900  -1.409
H  -3.048  4.648  0.329
H  -2.569  3.170  1.585
H  -0.652  3.910  0.562
H  -1.327  3.507  -1.237
H  -0.845  1.293  0.924
H  -1.873  -0.076  -0.799
H  -1.844  1.117  -1.906
H  -4.474  0.754  1.369
H  -2.706  0.683  1.807
H  -2.746  -3.799  1.491
H  -4.341  -4.866  -0.538
H  -5.582  -3.852  -0.965
H  -4.140  -3.734  -1.978

=====

(4)
The following is a DFT calculation (ωB97M-V/def2-TZVPD) of a single C23H25N3O4S molecule.

* energy: -47753.9563 eV
* spin multiplicity: 1
* highest occupied orbital energy: -8.3577 eV

Atoms and positions in Å:
C  -3.661  -3.550  1.093
C  -2.350  -2.976  0.647
C  -2.116  -2.658  -0.683
C  -0.900  -2.135  -1.084
C  0.114  -1.924  -0.158
N  1.361  -1.395  -0.516
C  1.863  -1.143  -1.747
O  1.279  -1.340  -2.793
C  3.293  -0.582  -1.778
C  4.104  -0.652  -0.478
C  3.800  0.561  0.419
N  2.490  1.093  0.087
S  1.819  2.035  1.309
O  2.487  3.302  1.402
O  1.789  1.194  2.472
C  0.157  2.287  0.708
C  -0.162  3.497  0.101
C  -1.430  3.703  -0.391
C  -2.395  2.694  -0.274
N  -3.658  2.867  -0.753
C  -4.691  1.941  -0.681
O  -5.778  2.211  -1.147
C  -4.330  0.697  -0.018
C  -3.096  0.482  0.473
C  -2.071  1.474  0.359
C  -0.775  1.288  0.848
C  2.451  1.723  -1.218
C  3.226  0.880  -2.240
C  -0.095  -2.248  1.192
C  0.985  -2.062  2.220
C  -1.326  -2.764  1.564
H  -4.436  -3.362  0.354
H  -3.968  -3.123  2.046
H  -3.571  -4.628  1.224
H  -2.891  -2.816  -1.417
H  -0.726  -1.895  -2.119
H  1.908  -1.073  0.267
H  3.804  -1.161  -2.554
H  5.166  -0.643  -0.728
H  3.909  -1.591  0.043
H  4.565  1.339  0.292
H  3.774  0.289  1.476
H  0.600  4.258  0.039
H  -1.691  4.637  -0.866
H  -3.890  3.743  -1.208
H  -5.113  -0.041  0.058
H  -2.844  -0.448  0.960
H  -0.511  0.369  1.344
H  2.865  2.740  -1.163
H  1.398  1.792  -1.505
H  2.734  0.937  -3.210
H  4.244  1.259  -2.349
H  1.882  -2.617  1.942
H  0.648  -2.437  3.184
H  1.254  -1.011  2.349
H  -1.494  -3.015  2.603